1.
{"formula": "C14H19BF15HgNO12P2S", "method": "wB97M-V/def2-TZVPD", "spin_multiplicity": 1, "homo_energy_ev": -5.89, "charge": -2, "species": ["Hg", "O", "C", "O", "B", "O", "C", "O", "O", "C", "O", "C", "O", "O", "P", "F", "F", "F", "F", "F", "F", "P", "F", "F", "F", "F", "F", "F", "C", "F", "F", "F", "S", "O", "O", "O", "C", "C", "C", "C", "C", "C", "N", "O", "C", "C", "C", "H", "H", "H", "H", "H", "H", "H", "H", "H", "H", "H", "H", "H", "H", "H", "H", "H", "H", "H"], "positions_angstrom": [[0.12621, 2.13225, 0.95924], [-2.84150, -5.46870, 8.12696], [-1.91130, -5.51604, 7.26119], [-1.17707, -4.53689, 6.90673], [-0.48876, -4.88917, 5.68522], [-0.79708, -6.31631, 5.49225], [-1.74083, -6.66547, 6.26075], [-2.31930, -7.79251, 6.24905], [0.96752, -4.56249, 5.90881], [1.30230, -3.53644, 5.13989], [2.48860, -3.08213, 5.05985], [0.06459, -2.95326, 4.36199], [-0.95708, -3.89621, 4.62000], [0.00854, -1.99502, 3.53513], [3.45995, 3.98409, 3.69987], [3.03969, 4.38632, 2.08437], [4.18937, 5.44600, 3.80415], [2.06498, 4.62956, 4.36011], [4.01375, 3.35925, 5.11858], [2.58823, 2.59093, 3.48082], [4.79510, 3.29970, 3.09424], [-3.19994, 3.50941, 4.07946], [-3.21067, 2.49694, 2.79822], [-2.03925, 4.34190, 3.26216], [-4.28761, 4.49619, 3.41215], [-3.17317, 4.38164, 5.40846], [-4.48738, 2.82913, 4.67416], [-2.12131, 2.49477, 4.69188], [4.32879, -2.77059, -0.64677], [5.55428, -3.21414, -0.47802], [3.81971, -2.94769, -1.85817], [3.36805, -3.34086, 0.09755], [4.42406, -0.81924, -0.36767], [5.41104, -0.29451, -1.33570], [3.07413, -0.24524, -0.44175], [4.78979, -0.80143, 1.11000], [1.02608, 2.46378, -3.61684], [-0.22337, 1.73702, -4.36355], [0.50747, 0.72342, -5.31310], [-0.33074, -0.46549, -5.83398], [-0.84097, -1.19337, -4.57046], [-1.75760, -0.20455, -3.64581], [-1.03675, 1.09422, -3.27986], [-1.59714, 1.95267, -2.44732], [-3.20304, 0.11282, -4.31922], [-1.81737, -0.92454, -2.27580], [-1.12952, 2.62798, -5.23172], [1.93284, 1.96620, -3.27290], [1.28621, 3.33826, -4.21327], [0.82061, 2.96374, -2.67030], [1.05581, 1.37693, -5.99158], [1.35351, 0.31891, -4.75750], [-1.07247, -0.14776, -6.56677], [0.33110, -1.20367, -6.28692], [0.04422, -1.46451, -3.99512], [-1.21725, -2.16483, -4.89107], [-3.20565, 0.64662, -5.26957], [-3.81229, 0.63836, -3.58388], [-3.81410, -0.76462, -4.53089], [-2.43263, -0.28148, -1.64650], [-0.87907, -1.02669, -1.73058], [-2.51444, -1.75245, -2.14635], [-1.79745, 2.13397, -5.93736], [-1.80813, 3.18440, -4.58520], [-0.57352, 3.40670, -5.75379], [-2.42092, 2.17401, -2.88777]], "atomic_forces_ev_per_a": [[0.31, 0.07, 0.76], [3.63, -0.41, -2.58], [-6.20, -0.51, 3.34], [0.57, 0.79, 0.43], [0.99, 1.79, -0.32], [2.08, 1.19, -2.71], [-2.83, -4.95, 1.96], [1.80, 4.09, 0.09], [-0.88, 0.22, -1.52], [4.93, 1.92, 0.26], [-4.92, -1.68, 0.09], [-1.71, 0.56, -2.84], [2.34, 1.20, -0.25], [0.17, -4.27, 3.96], [-0.54, -0.64, -0.54], [-0.29, -0.08, 1.49], [-0.41, -1.15, 0.47], [1.87, -0.43, -0.80], [-1.07, 1.53, -0.15], [0.24, 0.35, -0.29], [-0.13, 0.33, -0.66], [-0.03, 0.26, -0.97], [-0.62, -0.23, -0.91], [0.18, 0.10, 0.87], [0.17, 1.14, -1.15], [1.13, 1.07, 0.14], [-0.72, -2.56, 0.93], [0.08, 0.13, 0.62], [-2.10, 2.76, 0.09], [-0.54, -0.77, -0.09], [1.13, -0.28, -1.54], [1.48, 0.11, 1.07], [1.46, -0.29, 2.78], [-1.81, -1.10, 1.58], [0.26, -0.34, -0.82], [-0.22, 0.13, -3.14], [-1.40, 1.60, -0.15], [1.61, -0.67, 0.91], [-0.02, -0.07, 1.02], [0.95, 0.42, 0.86], [-0.18, 2.38, -0.29], [-0.05, -1.35, -0.06], [2.81, -3.33, -3.76], [-0.95, 0.55, 0.89], [0.87, -0.65, 1.03], [-2.31, 1.20, 0.69], [-0.05, 1.08, 0.79], [-0.19, -1.03, -1.03], [0.43, -0.17, -0.37], [-1.13, -0.02, 0.12], [-0.51, -0.13, -0.77], [-0.18, -0.37, 0.30], [-0.28, -0.21, 0.17], [0.10, 0.27, -0.52], [0.05, 0.26, 0.24], [-1.13, 0.25, 0.52], [0.51, 0.23, 0.23], [0.03, 0.39, 0.00], [0.45, -0.49, 0.21], [0.29, 0.71, 0.40], [0.09, -0.29, -0.59], [0.67, -0.87, -0.88], [0.49, -0.46, -0.02], [-0.05, 0.22, 0.15], [0.19, -0.19, -0.14], [-0.89, 0.70, 0.39]]}

=====

2.
{"formula": "C4H9N3", "method": "wB97M-V/def2-TZVPD", "de_lowest_kj_mol": 190.49, "smiles": "C=C(N)N.C=C=N", "spin_multiplicity": 1, "homo_energy_ev": -8.09, "species": ["C", "C", "N", "N", "H", "H", "H", "H", "H", "H", "C", "C", "N", "H", "H", "H"], "positions_angstrom": [[2.07728, -0.45080, -1.02846], [1.65000, -0.05388, 0.17129], [0.98898, 1.16657, 0.37271], [1.68280, -0.85900, 1.30185], [2.50517, -1.42397, -1.17319], [1.95635, 0.16757, -1.89720], [1.16975, 1.59982, 1.26863], [1.11236, 1.81406, -0.39210], [1.76088, -0.38050, 2.18608], [2.28283, -1.66353, 1.22395], [-3.61614, -0.38342, -0.82052], [-2.67704, 0.17357, -0.12101], [-1.94353, 0.75538, 0.64521], [-3.91870, -1.39697, -0.63623], [-4.09800, 0.14357, -1.62258], [-0.93300, 0.79153, 0.52156]], "atomic_forces_ev_per_a": [[0.01, 0.03, -0.02], [0.06, -0.12, -0.17], [-0.01, 0.02, 0.15], [-0.12, 0.10, 0.12], [0.09, -0.24, 0.03], [-0.04, 0.20, -0.15], [0.06, 0.07, -0.10], [0.06, 0.00, 0.10], [0.05, -0.09, -0.02], [0.01, 0.06, 0.06], [-0.54, -0.45, -0.60], [0.36, 0.43, 0.59], [-0.21, 0.12, 0.31], [0.03, -0.22, 0.12], [0.00, 0.19, -0.15], [0.18, -0.11, -0.27]]}

=====

The records above give, respectively, max |F| values of 7.06; 0.92 eV/Å.